(1)
The following is a DFT calculation (ωB97M-V with the def2-TZVPD basis set) of an isolated ion of composition C8H18N5S and charge +1.

Computed properties:
Electronic energy ... -987.215573 Eh
Net charge ... +1
Spin multiplicity ... 1

Last column: natural (NBO) charge in e.
Positions of all 32 atoms, in Å:
C: 0.9707 0.1585 0.3838  0.238
C: -0.0747 -0.6051 -0.3590  0.431
C: 0.4052 1.2944 1.3127  -0.324
C: 3.7935 1.7605 -0.2615  -0.607
C: -1.7919 -3.2428 1.2654  -0.603
C: -3.9045 2.4683 -0.8092  -0.747
C: 3.2169 0.7432 0.8129  -0.248
C: -1.7923 -2.2868 0.1309  -0.235
N: 2.2059 -0.0126 0.1688  -0.366
N: -0.9511 -1.1160 0.3742  -0.568
N: 0.0337 -0.3380 -1.7109  -0.795
N: -1.0058 1.1004 1.3870  -0.217
N: -1.7997 1.5763 0.4538  -0.286
S: -3.3112 1.1555 0.2679  0.688
H: 0.6847 1.1546 2.3422  0.249
H: 0.7775 2.3166 0.9292  0.273
H: 4.2538 1.0819 -1.0383  0.239
H: 2.9047 2.4709 -0.5916  0.200
H: 4.5111 2.3412 0.3537  0.231
H: -2.4345 -4.0986 0.8633  0.226
H: -0.7502 -3.6515 1.3646  0.218
H: -2.1371 -2.8857 2.2123  0.216
H: -4.9025 2.7365 -0.4212  0.265
H: -3.9787 2.0467 -1.7724  0.245
H: -3.1410 3.2367 -0.8504  0.270
H: 2.8853 1.1631 1.7889  0.166
H: 3.9684 0.0633 1.0353  0.216
H: -2.7253 -1.8178 0.1069  0.184
H: -1.6497 -2.7418 -0.8256  0.189
H: -0.5562 -0.8579 -2.2928  0.394
H: -1.3836 0.2881 1.9100  0.437
H: 0.9518 -0.0777 -2.0114  0.419



(2)
The following is a DFT calculation (ωB97M-V with the def2-TZVPD basis set) of a 2-piece molecular cluster, C3H7INO overall.

Computed properties:
Electronic energy ... -545.723340 Eh
Net charge ... +1
Spin multiplicity ... 1

Last column: natural (NBO) charge in e.
Positions of all 13 atoms, in Å:
C: 1.4256 0.6005 0.5337  -0.225
C: 1.5625 0.5820 -0.9584  -0.188
C: 0.0070 -1.3554 0.0120  0.169
N: 0.8395 -0.4379 -0.2305  -0.276
O: -1.7701 0.1304 0.2688  -1.054
I: -3.6201 0.0186 -0.0132  1.046
H: 2.2018 0.4811 1.1357  0.227
H: 0.7514 1.1894 1.0897  0.244
H: 0.8623 1.1602 -1.4447  0.243
H: 2.5497 0.1307 -1.4432  0.272
H: -0.3241 -1.8605 -0.8904  0.219
H: -0.1720 -1.7831 1.0900  0.260
H: -4.3134 1.1439 0.8505  0.063



(3)
The following is a DFT calculation (ωB97M-V with the def2-TZVPD basis set) of C22H31N3OS in the gas phase.

Computed properties:
Electronic energy ... -1494.598888 Eh
Net charge ... 0
Spin multiplicity ... 1

Last column: natural (NBO) charge in e.
Positions of all 58 atoms, in Å:
C: 1.0309 2.7489 3.8699  -0.637
C: 1.9431 1.5655 4.0125  -0.036
C: 2.5397 1.2685 5.2273  -0.212
C: 3.3637 0.1647 5.3556  -0.203
C: 3.6082 -0.6448 4.2633  -0.206
C: 3.0380 -0.3715 3.0270  -0.014
C: 3.3297 -1.2444 1.8483  -0.642
C: 2.1924 0.7332 2.9178  0.206
N: 1.6169 1.0645 1.6667  -0.662
C: 0.6363 0.3308 1.0718  0.311
S: 0.0089 -1.0288 1.7803  -0.265
N: 0.1999 0.7732 -0.1334  -0.426
C: -0.8986 0.1109 -0.7980  -0.250
C: -0.4003 -1.0292 -1.7172  -0.207
N: -1.4368 -1.7956 -2.3587  -0.469
C: -2.2024 -1.0774 -3.3594  -0.219
C: -2.3227 -1.8582 -4.6782  -0.397
C: -2.4130 -3.3727 -4.4952  -0.398
C: -3.3735 -3.8149 -3.3900  -0.405
C: -2.6834 -3.9066 -2.0306  -0.392
C: -2.2702 -2.5555 -1.4454  -0.218
C: 0.8554 1.8614 -0.8351  -0.268
C: 0.4563 3.2020 -0.2952  0.261
C: 1.1780 4.1972 0.3009  -0.322
C: 0.2486 5.2112 0.6412  -0.315
C: -0.9643 4.7544 0.2320  0.099
O: -0.8485 3.5439 -0.3364  -0.399
H: 0.0853 2.4517 3.4166  0.227
H: 1.4810 3.5194 3.2409  0.209
H: 0.8238 3.1864 4.8428  0.222
H: 2.3476 1.9019 6.0812  0.206
H: 3.8165 -0.0622 6.3092  0.211
H: 4.2570 -1.5026 4.3630  0.208
H: 4.2402 -1.8155 2.0102  0.213
H: 3.4340 -0.6511 0.9410  0.213
H: 2.5061 -1.9423 1.6953  0.246
H: 1.6357 2.0520 1.4481  0.408
H: -1.5495 -0.3131 -0.0305  0.245
H: -1.4622 0.8543 -1.3665  0.197
H: 0.2497 -0.6152 -2.4949  0.183
H: 0.1984 -1.7105 -1.1068  0.216
H: -1.7218 -0.1194 -3.5771  0.193
H: -3.2111 -0.8526 -2.9808  0.172
H: -3.2072 -1.4965 -5.2078  0.195
H: -1.4542 -1.6461 -5.3051  0.199
H: -1.4200 -3.7594 -4.2641  0.205
H: -2.7240 -3.8071 -5.4484  0.204
H: -3.7639 -4.8054 -3.6362  0.208
H: -4.2242 -3.1332 -3.3356  0.191
H: -1.7947 -4.5319 -2.1326  0.197
H: -3.3525 -4.3902 -1.3150  0.203
H: -1.7074 -2.7397 -0.5281  0.216
H: -3.1796 -1.9925 -1.1729  0.161
H: 0.5688 1.7913 -1.8875  0.231
H: 1.9437 1.7581 -0.7684  0.229
H: 2.2382 4.2187 0.4590  0.232
H: 0.4606 6.1428 1.1233  0.233
H: -1.9465 5.1791 0.2856  0.208



(4)
The following is a DFT calculation (ωB97M-V with the def2-TZVPD basis set) of a 4-piece molecular cluster, C15H30BClNO12PS3 overall.

Computed properties:
Electronic energy ... -3568.094922 Eh
Net charge ... 0
Spin multiplicity ... 1

Last column: natural (NBO) charge in e.
Positions of all 64 atoms, in Å:
O: 5.8830 -4.9604 -1.0680  -0.185
N: 5.5142 -4.2417 -1.8809  0.433
O: 4.0292 -4.1995 -1.9111  -0.601
B: 3.4712 -3.1628 -1.2316  0.651
C: 1.9313 -3.1285 -0.9857  -0.409
C: 1.3744 -3.8741 0.0551  -0.199
C: 0.0171 -3.7726 0.3306  -0.207
C: -0.7705 -2.9364 -0.4403  -0.199
C: -0.2307 -2.2145 -1.4955  -0.208
C: 1.1276 -2.3047 -1.7682  -0.136
P: 4.5702 -1.7103 -0.4542  0.787
O: 4.6230 -0.6036 -1.6759  -0.983
Cl: 3.1348 -0.8604 0.7621  -0.300
H: 2.0109 -4.5179 0.6389  0.200
H: -0.3807 -4.3503 1.1480  0.218
H: -1.8184 -2.8425 -0.2056  0.220
H: -0.8598 -1.5789 -2.0932  0.212
H: 1.5469 -1.7253 -2.5741  0.203
H: 4.3326 0.2458 -1.3267  0.507
C: 1.7690 -5.1488 7.2817  -0.642
C: 3.1272 -4.5686 6.9413  -0.076
O: 3.3985 -4.5644 5.5234  -0.724
S: 2.6502 -3.4847 4.6275  2.388
C: 3.5955 -3.7065 3.1643  -0.899
O: 2.8934 -2.1867 5.1780  -0.941
O: 1.3084 -3.9177 4.3867  -0.939
H: 0.9617 -4.5249 6.9023  0.229
H: 1.6608 -5.2253 8.3638  0.217
H: 1.6548 -6.1395 6.8423  0.217
H: 3.2413 -3.5567 7.3332  0.199
H: 3.9164 -5.1797 7.3740  0.195
H: 4.6218 -3.4007 3.3485  0.255
H: 3.1447 -3.0766 2.4004  0.265
H: 3.5440 -4.7518 2.8697  0.250
C: -2.5891 2.0824 -1.4999  -0.647
C: -1.3947 2.7048 -0.8105  -0.074
O: -1.2688 2.3131 0.5766  -0.726
S: -0.7529 0.8434 0.8874  2.391
C: -0.4590 1.0599 2.6077  -0.888
O: 0.4899 0.6383 0.2078  -0.946
O: -1.8249 -0.0866 0.7122  -0.941
H: -2.4828 1.0010 -1.5818  0.219
H: -2.6924 2.4948 -2.5002  0.240
H: -3.5020 2.2815 -0.9381  0.213
H: -0.4656 2.4759 -1.3348  0.197
H: -1.4993 3.7874 -0.7874  0.197
H: 0.3420 1.7811 2.7426  0.251
H: -0.1678 0.0883 3.0020  0.261
H: -1.3778 1.3967 3.0795  0.252
C: -3.1007 8.0945 -4.7632  -0.642
C: -4.0352 7.3342 -3.8439  -0.076
O: -4.7503 6.2749 -4.5184  -0.723
S: -3.9489 4.9555 -4.8880  2.392
C: -5.3334 3.9594 -5.3143  -0.888
O: -3.3331 4.4470 -3.6986  -0.955
O: -3.1600 5.1853 -6.0566  -0.932
H: -2.2855 7.4645 -5.1148  0.230
H: -2.6703 8.9433 -4.2318  0.219
H: -3.6374 8.4587 -5.6388  0.218
H: -3.5052 6.9209 -2.9844  0.198
H: -4.8110 7.9955 -3.4646  0.197
H: -5.9433 3.8020 -4.4293  0.253
H: -4.9395 3.0137 -5.6797  0.256
H: -5.8951 4.4601 -6.0977  0.255



(5)
The following is a DFT calculation (ωB97M-V with the def2-TZVPD basis set) of C18H25N3O2S as an isolated structure.

Computed properties:
Electronic energy ... -1413.254950 Eh
Net charge ... 0
Spin multiplicity ... 1

Last column: natural (NBO) charge in e.
Positions of all 49 atoms, in Å:
C: -0.7303 1.0105 4.4568  -0.625
C: 0.2981 -0.0690 4.8639  -0.378
H: -0.1497 -1.1555 4.6588  0.227
H: 0.4726 0.0420 6.0351  0.191
C: 1.9045 0.0679 4.3064  -0.462
C: 1.6287 -0.1962 2.9501  0.210
C: 1.9897 0.7672 2.0598  -0.353
C: 2.0969 0.1727 0.5321  0.669
O: 2.3943 0.8751 -0.3752  -0.638
N: 1.5359 -0.9962 0.2703  -0.608
C: 0.9221 -1.9761 1.3520  0.056
N: 1.1366 -1.6507 2.6229  -0.433
S: 0.4071 -3.2116 0.7837  0.405
C: -1.5408 -2.8066 1.2632  -0.471
H: -2.0308 -3.4726 0.7493  0.188
C: -1.7366 -1.2167 0.9755  0.592
O: -1.8784 -0.3076 1.7291  -0.540
C: -1.4856 -0.9038 -0.4566  -0.342
C: -1.2329 0.1802 -1.1590  0.339
N: -1.1216 0.1742 -2.3191  -0.354
C: -1.0169 -1.2181 -2.6972  0.002
C: -1.5369 -1.9137 -1.4684  -0.208
H: -1.6198 -3.0243 -1.5589  0.225
C: -1.1212 -1.5955 -4.0414  -0.624
H: -0.9469 -2.9829 -4.2156  0.237
H: 0.0018 -1.3770 -4.6302  0.190
H: -1.6283 -1.0420 -4.7666  0.222
C: -0.7007 1.0828 -3.3107  -0.181
H: -1.1236 2.2361 -2.7719  0.199
H: -1.1183 1.1106 -4.2573  0.216
C: 0.8658 1.2580 -3.4140  -0.417
C: 1.3669 2.5361 -4.2284  -0.606
H: 0.7794 2.4764 -5.2664  0.195
H: 2.4125 2.7653 -4.2994  0.230
H: 0.8997 3.5507 -3.7478  0.198
H: 1.1857 1.3313 -2.4437  0.227
H: 1.4356 0.3838 -3.9001  0.206
C: -1.3801 1.7092 -0.2809  -0.540
H: -0.2025 2.0174 -0.4424  0.207
H: -2.0388 2.1999 -0.5845  0.153
H: -1.4309 1.5878 0.6848  0.220
H: -1.7952 -2.8163 2.5373  0.255
H: 1.4343 -1.3105 -0.5511  0.385
H: 2.4903 1.6870 2.2563  0.232
H: 2.3816 -0.8599 4.8845  0.252
H: 2.1430 1.0543 4.3591  0.220
H: -0.2005 2.0787 4.4994  0.189
H: -0.8754 0.9265 3.3410  0.231
H: -1.5407 0.8208 5.0154  0.212



(6)
The following is a DFT calculation (ωB97M-V with the def2-TZVPD basis set) of a 2-piece molecular cluster, C3H10NOPS overall.

Computed properties:
Electronic energy ... -989.791226 Eh
Net charge ... 0
Spin multiplicity ... 1

Last column: natural (NBO) charge in e.
Positions of all 17 atoms, in Å:
C: 2.9892 -1.3692 -0.1959  -1.034
P: 1.3511 -0.6611 -0.3278  1.022
O: 0.9955 -0.6838 1.2723  -1.031
S: 1.9172 1.3495 -0.6689  -0.390
H: 3.6048 -0.9586 0.6113  0.241
H: 3.1032 -2.4407 0.0966  0.254
H: 3.5878 -1.1063 -1.0894  0.245
H: 0.1934 -0.1229 1.6442  0.520
H: 0.5661 1.7066 -0.4279  0.163
C: -2.0878 -0.2226 -1.1574  -0.013
N: -1.5876 0.3945 -0.1857  -0.447
C: -2.4013 1.1083 0.7848  -0.470
H: -3.1991 -0.1755 -1.5859  0.128
H: -1.5052 -0.7711 -1.8529  0.180
H: -1.6345 1.6138 1.4394  0.197
H: -2.8258 2.0360 0.4048  0.212
H: -3.0674 0.3031 1.2387  0.222



Orbital gap values, unit eV, following the record order: 7.240; 8.955; 8.506; 7.508; 7.251; 8.800.
Molar mass values, unit g mol⁻¹, following the record order: 216.3; 200.0; 385.6; 589.8; 347.5; 139.2.